Entry 1:
C5H13LaO3 | the ωB97M-V functional and the def2-TZVPD basis

Calculated values
**Charge**: +2
**HOMO level**: -16.6 eV
**Energy relative to the best compared isomer or geometry (same formula, charge and spin)**: 54.4 kcal/mol

CARTESIAN COORDINATES (ANGSTROEM)
C  -0.91074  -2.53382  2.09637
O  -0.32036  -1.67682  1.11762
H  -1.38699  -1.93506  2.88352
H  -1.62442  -3.18619  1.58502
H  -0.12965  -3.15206  2.55719
C  0.82497  -0.95007  1.52021
O  0.69340  0.35765  1.08427
C  1.61753  0.82177  0.09800
C  0.87794  1.73769  -0.84347
O  -0.16991  1.01124  -1.48136
C  -0.81134  1.73223  -2.53329
H  1.71314  -1.45478  1.11550
H  0.78918  -0.86331  2.61312
H  2.06619  -0.02414  -0.44308
H  2.40963  1.39145  0.59946
H  0.43243  2.58584  -0.30221
H  1.57601  2.10213  -1.61006
H  -0.03383  2.16825  -3.17375
H  -1.49547  2.47823  -2.10715
H  -1.37336  1.02579  -3.15357
La  -1.40685  -0.63315  -0.53532
H  -3.33749  -1.00286  -1.08702

Löwdin atomic charge list, values in e, 8 entries:
1 C -0.009
2 O -0.459
3 H 0.126
4 H 0.117
5 H 0.130
6 C -0.215
7 O -0.140
8 C -0.128

=====

Entry 2:
C5H15N2O | the ωB97M-V functional and the def2-TZVPD basis

Calculated values
**Charge**: +1
**HOMO level**: -13.3 eV
**Energy relative to the best compared isomer or geometry (same formula, charge and spin)**: 33.7 kcal/mol

CARTESIAN COORDINATES (ANGSTROEM)
C  1.40388  0.65215  -2.63014
N  0.23359  -0.14574  -2.13701
C  0.61401  -1.40173  -1.47168
C  0.97305  -1.08765  -0.00294
N  0.11717  -0.05124  0.49417
C  -0.95270  -0.52351  1.38020
C  -1.62805  0.63785  2.11383
O  -0.74108  1.75235  2.25000
H  1.79028  0.19408  -3.53974
H  2.21659  0.66689  -1.91322
H  1.04317  1.63989  -2.88655
H  -0.22577  -0.41325  -3.00594
H  -0.33967  0.41985  -1.49200
H  -0.25035  -2.05446  -1.45002
H  1.41178  -1.90727  -2.00357
H  2.02019  -0.75113  0.02254
H  1.03994  -1.98935  0.59074
H  0.62287  0.68481  0.97812
H  -1.68209  -1.02060  0.74501
H  -0.62800  -1.27959  2.10355
H  -2.46070  1.02891  1.54518
H  -1.99158  0.27639  3.07444
H  -0.29484  1.75970  3.11037

Löwdin atomic charge list, values in e, 8 entries:
1 C 0.018
2 N -0.011
3 C -0.120
4 C -0.205
5 N -0.083
6 C -0.188
7 C -0.213
8 O -0.073

=====

Entry 3:
C23H25N3O5S | the ωB97M-V functional and the def2-TZVPD basis

Calculated values
**HOMO level**: -8.0 eV
**Energy relative to the best compared isomer or geometry (same formula, charge and spin)**: 87.4 kcal/mol

CARTESIAN COORDINATES (ANGSTROEM)
C  -4.44813  -3.95554  -1.65596
C  -4.28910  -4.26319  -0.16959
O  -2.95993  -4.10336  0.28116
C  -2.45599  -2.84989  0.46691
C  -1.10047  -2.78340  0.78470
C  -0.47829  -1.57634  1.01849
C  -1.19018  -0.37801  0.93803
N  -0.57624  0.85870  1.15752
C  0.81746  0.91950  1.50795
C  1.71507  0.49470  0.34563
O  1.27391  0.31597  -0.77285
N  3.02494  0.35985  0.66169
C  3.59405  0.63301  1.97909
C  5.11975  0.52299  1.81378
C  5.28232  0.04152  0.40284
C  6.43197  -0.30074  -0.27407
C  6.32973  -0.71474  -1.59596
C  5.09405  -0.77866  -2.21665
C  3.92984  -0.43506  -1.54384
C  4.04046  -0.02434  -0.22768
S  -1.46079  2.27788  1.29079
O  -2.55715  2.09612  2.19796
O  -0.51158  3.31007  1.59902
C  -2.11992  2.62907  -0.30833
C  -1.38291  2.99862  -1.47283
C  0.08356  3.07121  -1.61251
N  -2.20865  3.28952  -2.43835
O  -3.47431  3.14119  -1.96405
C  -3.43367  2.75644  -0.68453
C  -4.70609  2.56683  0.04702
C  -2.54213  -0.44803  0.62545
C  -3.16962  -1.66021  0.39429
H  -4.19286  -2.92002  -1.86695
H  -3.78772  -4.59505  -2.23600
H  -5.47495  -4.13742  -1.96135
H  -4.51111  -5.31806  0.01595
H  -4.97865  -3.65701  0.43110
H  -0.54333  -3.70481  0.84605
H  0.57424  -1.58425  1.24906
H  1.01885  1.96781  1.74630
H  1.01579  0.31638  2.40241
H  3.22570  -0.10324  2.70152
H  3.29339  1.62685  2.31887
H  5.60851  1.48948  1.95011
H  5.55591  -0.17446  2.52958
H  7.39267  -0.24812  0.21578
H  7.22070  -0.98785  -2.14053
H  5.02872  -1.10257  -3.24424
H  2.96970  -0.48546  -2.02762
H  0.49827  2.06310  -1.61962
H  0.49873  3.60705  -0.76098
H  0.34050  3.57296  -2.54036
H  -4.49663  2.45023  1.10709
H  -5.35193  3.42772  -0.11499
H  -5.22632  1.68446  -0.32532
H  -3.12708  0.45157  0.58560
H  -4.22308  -1.65095  0.16345

Löwdin atomic charge list, values in e, 8 entries:
1 C -0.064
2 C -0.251
3 O -0.054
4 C -0.269
5 C 0.013
6 C -0.006
7 C -0.229
8 N -0.146